{"formula": "C22H18BBrF4NPd", "method": "wB97M-V/def2-TZVPD", "species": ["Pd", "Br", "C", "C", "C", "C", "C", "C", "C", "C", "C", "C", "H", "H", "H", "H", "H", "H", "C", "C", "C", "C", "N", "C", "C", "H", "H", "H", "H", "H", "H", "H", "C", "C", "C", "C", "C", "C", "H", "H", "H", "H", "H", "F", "B", "F", "F", "F"], "positions_angstrom": [[0.111, -0.139, 0.270], [-1.141, 0.308, -2.136], [-1.062, -1.505, -2.558], [-1.865, -1.959, -3.607], [-1.824, -3.289, -3.983], [-0.971, -4.171, -3.329], [-0.152, -3.719, -2.290], [0.745, -4.604, -1.655], [1.594, -4.152, -0.644], [1.547, -2.833, -0.247], [0.609, -1.904, -0.770], [-0.197, -2.359, -1.859], [-2.513, -1.262, -4.121], [-2.453, -3.637, -4.791], [-0.935, -5.212, -3.622], [0.787, -5.635, -1.984], [2.294, -4.839, -0.186], [2.232, -2.494, 0.523], [-5.192, -1.978, 3.367], [-3.988, -1.596, 2.560], [-3.818, -0.312, 2.061], [-2.682, 0.008, 1.341], [-1.723, -0.892, 1.095], [-1.874, -2.136, 1.567], [-2.978, -2.523, 2.292], [-5.956, -1.206, 3.333], [-4.911, -2.131, 4.411], [-5.621, -2.911, 3.003], [-4.563, 0.452, 2.234], [-2.510, 1.006, 0.956], [-1.079, -2.836, 1.339], [-3.053, -3.543, 2.646], [2.216, 0.813, 4.126], [1.260, -0.195, 4.253], [1.004, -1.034, 3.183], [1.630, -0.720, 1.979], [2.692, 0.174, 1.861], [2.927, 1.003, 2.945], [2.434, 1.442, 4.979], [0.733, -0.330, 5.188], [0.277, -1.832, 3.267], [3.241, 0.300, 0.937], [3.669, 1.788, 2.876], [-0.957, 2.485, 0.111], [0.236, 2.572, 0.869], [1.263, 1.926, 0.057], [0.070, 1.720, 1.995], [0.588, 3.834, 1.199]], "forces_ev_per_a": [[0.576, -0.219, 0.206], [-0.075, 0.426, 0.126], [-0.103, -0.277, -0.194], [0.073, 0.083, 0.098], [0.035, -0.105, 0.006], [-0.088, 0.102, -0.073], [0.061, -0.032, 0.054], [0.065, 0.056, 0.078], [-0.050, -0.126, -0.119], [-0.058, 0.230, 0.044], [-0.047, -0.194, -0.109], [0.006, 0.093, -0.006], [-0.003, -0.005, -0.002], [0.005, -0.003, 0.001], [0.009, -0.004, 0.006], [-0.006, -0.002, 0.006], [0.011, 0.017, 0.005], [-0.014, -0.009, 0.017], [-0.001, 0.006, -0.018], [-0.015, -0.030, 0.025], [-0.006, 0.048, -0.028], [0.063, -0.012, -0.007], [-0.105, -0.060, 0.244], [-0.025, -0.003, -0.139], [-0.026, 0.000, -0.006], [0.005, 0.004, -0.005], [0.007, -0.007, -0.003], [0.004, -0.003, 0.009], [0.002, 0.000, 0.001], [-0.024, 0.018, 0.029], [0.015, 0.007, 0.023], [-0.003, 0.004, 0.005], [0.017, 0.008, 0.052], [-0.053, -0.018, 0.003], [-0.060, 0.209, -0.053], [0.088, -0.224, -0.033], [-0.131, 0.045, 0.053], [0.039, 0.024, -0.059], [-0.011, 0.012, -0.008], [0.008, 0.000, 0.001], [0.058, -0.059, 0.012], [0.048, -0.043, 0.013], [0.002, -0.004, -0.001], [0.033, -0.003, 0.022], [-0.011, 0.161, -0.207], [-0.130, -0.091, 0.003], [-0.196, 0.036, -0.086], [0.010, -0.054, 0.015]], "homo_lumo_gap_ev": [7.171, 5.761], "total_charge": 1, "e_above_lowest_kj_mol": 33.4, "e_tot_ha": -4029.93511, "homo_energy_ha": [-0.41048, -0.45918], "multiplicity": 5, "s_squared": 6.04}